37
Properties=species:S:1:pos:R:3:forces:R:3:lowdin_charge:R:1 method="wB97M-V/def2-TZVPD" homo_lumo_gap_ev="4.83 / 2.16" largest_force_ev_per_a=4.002 total_charge=-1 spin_multiplicity=6
C 0.9117 -2.0329 0.0255 -0.64 -0.52 0.40 -0.19
C 0.9764 -2.0384 -1.3851 -0.63 -0.28 -0.14 -0.22
C -0.3952 -1.9911 -1.8949 0.88 0.41 -0.53 -0.25
H 1.8890 -2.0986 -1.9881 -0.50 0.05 0.26 0.09
C -1.2818 -1.9379 -0.7801 0.03 -0.32 0.97 -0.22
C -0.4864 -1.9341 0.4295 -0.63 -1.99 -1.04 -0.25
H -0.9330 -1.9970 1.4642 0.93 0.14 -1.66 0.10
H 1.7583 -1.9786 0.7401 -0.75 -0.04 -0.74 0.11
H -0.6790 -2.0411 -2.9528 0.17 -0.04 0.53 0.08
H -2.3897 -1.9120 -0.8085 0.99 -0.03 -0.04 0.09
Fe -0.0098 -0.0702 -0.9150 0.09 0.15 2.54 0.48
Cl 0.9096 1.6124 0.6792 1.65 2.91 -2.19 0.20
C 0.1126 2.9255 -5.5304 -3.09 0.01 -0.06 -0.09
C -1.1194 2.2847 -5.8745 0.96 1.41 0.68 -0.12
C -0.8084 1.0484 -6.5238 0.14 0.31 0.12 -0.08
H -2.1320 2.6796 -5.6842 0.81 -0.31 -0.10 0.09
C 0.6160 0.9255 -6.5816 1.61 1.13 0.54 -0.12
C 1.1850 2.0858 -5.9677 0.37 -2.78 -1.51 -0.09
H 2.2623 2.3001 -5.8618 -0.82 -0.20 -0.05 0.10
H 0.2173 3.9022 -5.0281 -0.11 -0.76 -0.33 0.10
H -1.5384 0.3223 -6.9217 0.54 0.53 0.33 0.11
H 1.1768 0.0879 -7.0316 -0.43 0.66 0.41 0.09
C 1.5344 -0.8754 4.9210 0.03 0.03 0.34 -0.20
Si -0.0089 0.0134 4.3623 -0.27 -1.10 -1.88 0.30
C -1.5447 -0.9070 4.9252 0.33 0.28 0.55 -0.21
C -0.0180 1.7544 4.9150 -0.02 0.64 0.78 -0.20
C -0.0867 -0.1151 2.6058 -0.04 -0.04 -2.50 -0.29
C -0.0636 0.0165 1.3342 -1.34 -0.30 3.26 -0.61
H 1.5401 -0.8778 6.0135 0.32 -0.17 0.12 0.01
H 2.4189 -0.3486 4.5463 -0.09 -0.11 0.11 0.03
H 1.5446 -1.9063 4.5465 -0.01 0.22 0.10 0.03
H -1.5403 -0.9051 6.0087 -0.45 -0.22 0.51 0.00
H -2.4302 -0.3946 4.5505 -0.06 -0.03 0.02 0.02
H -1.5286 -1.9313 4.5510 0.02 0.07 0.01 0.02
H 0.8615 2.2839 4.5513 0.04 -0.01 -0.04 0.03
H -0.9044 2.2760 4.5558 -0.04 0.00 -0.03 0.03
H -0.0162 1.7745 6.0042 -0.01 0.32 0.30 0.01



10
Properties=species:S:1:pos:R:3:forces:R:3:lowdin_charge:R:1 method="wB97M-V/def2-TZVPD" homo_lumo_gap_ev=9.20 relative_energy_kcal_mol=71.3 smiles="CONC=S" largest_force_ev_per_a=1.577
C 0.8667 0.0344 1.2157 0.02 1.30 -0.65 -0.08
O 0.9877 0.2266 -0.2448 0.37 0.52 1.02 -0.21
N 0.0303 -0.3615 -1.0179 -0.61 -0.46 -0.52 -0.12
C -1.2600 0.1060 -1.0417 0.70 -0.34 -0.23 -0.67
S -1.8449 1.2051 0.0472 0.02 -0.50 -0.80 0.60
H 0.5350 1.0231 1.6567 0.13 -1.36 -0.47 0.07
H 0.1481 -0.7694 1.3933 0.30 0.15 0.29 0.08
H 1.8984 -0.1565 1.5510 -0.52 -0.32 -0.08 0.08
H 0.5353 -0.9679 -1.6940 -1.36 0.67 0.45 0.17
H -1.8966 -0.3397 -1.8655 0.94 0.34 0.99 0.08



14
Properties=species:S:1:pos:R:3:forces:R:3:lowdin_charge:R:1 method="wB97M-V/def2-TZVPD" homo_lumo_gap_ev=7.83 relative_energy_kcal_mol=79.5 smiles="CC(O)=P(O)(O)O" largest_force_ev_per_a=3.115
C 0.3679 1.3200 0.6280 1.28 2.44 0.81 -0.17
C 0.3174 0.4040 -0.6039 -0.40 -1.82 0.71 -0.42
O 1.6212 0.0970 -1.1282 -0.99 0.71 0.34 -0.13
P -0.4701 -1.1912 -0.1763 -0.78 0.77 -2.91 0.61
O -1.9932 -0.8010 -0.5064 -1.08 0.10 -0.05 -0.19
O -0.0832 -2.2991 -1.2993 2.12 1.40 -1.22 -0.18
O -0.6042 -2.2252 1.0134 -0.63 -0.20 1.51 -0.15
H 1.0074 2.2978 0.4144 -0.80 -2.12 0.17 0.11
H 0.7894 0.8084 1.5231 0.23 0.53 -0.52 0.06
H -0.5228 1.8511 1.0593 0.03 -1.07 -1.04 0.07
H 2.1686 0.5655 -0.5118 1.32 0.10 0.29 0.05
H -2.1792 -0.1310 -1.2221 1.03 -1.10 1.27 0.11
H 0.7119 -1.9854 -1.8546 -1.76 -0.53 1.14 0.12
H -1.2433 -2.9688 1.0648 0.43 0.79 -0.48 0.11